1.
DFT (ωB97M-V/def2-TZVPD) results for C11H15BF2N2O in the gas phase in a non-equilibrium geometry.

Geometry as XYZ:
```
32
Properties=species:S:1:pos:R:3:forces:R:3
O -1.24342 2.06137 0.34246 -0.31 -0.16 -0.87
F -0.03478 -1.31756 -3.65295 0.69 1.04 -0.51
F 1.82874 -0.28261 -2.80880 0.79 -0.06 -0.89
B 0.53210 -0.26231 -3.04654 -0.83 -0.74 1.63
C -0.11707 1.61657 0.24320 -0.14 0.02 -0.83
C -0.46825 -2.80823 1.54208 -0.10 -0.66 0.37
C 0.31911 -2.74620 0.42569 1.20 0.50 -0.75
C -1.61588 -2.06478 1.59400 -0.10 0.55 0.25
C 0.01862 -1.85511 -0.60106 -0.74 -0.39 0.20
C -1.92414 -1.18363 0.58613 -0.44 0.31 -0.53
C -1.13092 -1.08818 -0.54949 -0.42 0.01 0.16
N 0.42677 1.07785 -0.93392 0.59 0.80 0.70
N 1.71484 0.54779 1.42700 0.49 0.42 0.33
C 1.37323 3.02458 1.60288 0.58 0.29 0.06
C -1.51424 -0.12401 -1.64784 -0.98 -0.34 -0.11
C -0.33187 0.68662 -2.10004 0.26 0.71 -0.57
C 0.76123 1.65602 1.46488 -0.93 -1.11 0.74
H -0.22730 -3.44654 2.37658 0.18 -0.17 0.02
H 1.25104 -3.29101 0.38367 0.01 -0.22 -0.05
H -2.21686 -2.10653 2.47016 -0.53 -0.03 0.53
H 0.60408 -1.75291 -1.48653 0.71 -0.53 -0.01
H -2.79034 -0.53836 0.65508 -0.08 -0.04 0.09
H 1.38971 0.77406 -0.99908 -0.35 0.29 0.68
H 1.21605 -0.33098 1.29581 0.00 0.16 0.15
H 2.25112 0.67501 0.57779 0.53 -0.18 0.25
H 0.64370 3.84946 1.58256 0.04 -0.57 0.10
H 1.92208 3.04185 2.54866 0.10 0.24 -0.23
H 2.04966 3.19313 0.76180 0.25 0.10 0.13
H -2.27590 0.54538 -1.25691 -0.17 -0.09 -0.10
H -1.88857 -0.65958 -2.52863 -0.35 0.04 0.36
H -0.60696 1.60875 -2.62862 -0.51 -0.23 -0.15
H 0.08444 1.50009 2.35999 0.54 0.05 -1.14
```
Forces are in eV/Å.

Computed properties:
2S+1 = 1
Maximum force = 0.038 Eh/bohr
Relative energy (zero: lowest compared OMol25 entry of this formula, charge and spin) = 0.0 kJ/mol
Net charge = 0
HOMO-LUMO gap = 9.27 eV
SMILES string = C[C@H](N)C(=O)N[C@H](Cc1ccccc1)B(F)F
LUMO = 0.21 eV
Energy = -22792.736 eV

Here are the Mulliken charges for atoms 1 to 5, given in e: -0.65 -0.27 -0.26 0.49 0.33

***

2.
DFT (ωB97M-V/def2-TZVPD) results for a molecular structure, C20H39BCaCl2CsF3LiMgN3O18PS5Si2 in a non-equilibrium geometry.

Geometry as XYZ:
```
98
Properties=species:S:1:pos:R:3:forces:R:3
C -0.00597 -1.09181 0.53136 -0.03 -0.17 -0.01
C -0.01339 -1.35409 -0.81237 -0.07 0.40 -0.02
C -0.42982 -0.39650 -1.90638 -1.75 -1.55 0.26
Si -2.04580 -1.05889 -2.66032 -0.76 -0.33 0.71
O -1.84863 -2.44432 -3.62781 0.81 0.91 -0.54
Si -0.78110 -2.34152 -4.86662 0.97 -0.21 -0.34
S -1.71451 -3.53123 -6.43369 -0.48 0.61 0.62
S -0.53783 -0.39565 -5.69045 -0.36 0.44 -0.21
C 1.17778 0.20430 -5.48248 0.68 -0.51 1.25
C 1.21633 1.64606 -4.99158 1.37 -0.97 -0.06
O 0.52860 2.47487 -5.45512 -1.74 1.58 -0.58
O 2.14346 1.90076 -4.03024 -1.09 -1.13 0.47
C 1.67215 2.81037 -3.03186 0.33 1.16 0.07
C 2.16832 2.44347 -1.63018 0.06 -0.32 -0.52
C 3.34360 1.47127 -1.62771 -0.19 0.29 1.07
O 2.49261 3.70668 -1.00359 -0.29 -0.78 -0.09
C 2.99136 3.61268 0.25735 -1.20 -0.92 -0.19
O 3.94985 4.21955 0.53411 2.11 1.49 0.54
C 2.31292 2.75252 1.32083 -0.29 0.19 0.28
S 2.90278 3.35047 2.95092 -0.09 0.22 0.16
C 0.85342 -3.23226 -4.48395 -0.18 -0.78 -0.49
Cl 2.05441 -2.92396 -5.80946 -0.23 0.35 0.21
C 0.67130 -4.78927 -4.33918 0.61 0.26 -0.31
C 1.24168 -5.64666 -5.48378 -0.74 -0.66 0.41
P -3.27079 0.53163 -3.71584 -0.31 -0.32 -1.64
N -4.11411 -0.10891 -4.91715 0.65 0.16 0.36
B -3.15566 -1.61274 -1.08351 -0.80 0.00 -0.08
O -3.16992 -2.92343 -0.69602 2.26 1.14 -0.22
C -4.04280 -0.56503 -0.27950 1.28 -0.36 0.29
C -3.32344 0.74195 0.10676 -0.87 0.22 0.00
H 0.93984 -1.03584 1.05862 0.02 -2.03 0.53
H -0.90649 -1.00337 1.13060 -0.09 2.08 -0.27
H 0.27571 -2.35367 -1.14094 1.92 0.54 -0.36
H 0.41200 -0.34991 -2.59130 0.13 0.27 -0.11
H -0.67072 0.56706 -1.47612 0.18 0.34 -0.03
H -0.73205 -4.05579 -7.20578 0.75 2.30 2.04
H 1.73937 0.09487 -6.40185 -0.06 0.11 -0.21
H 1.66359 -0.40501 -4.72672 0.20 -0.11 -0.09
H 2.04366 3.80479 -3.27482 0.13 0.04 0.01
H 0.58624 2.88863 -3.03376 -0.10 -0.22 -0.22
H 1.36008 1.98887 -1.05772 -0.26 -0.08 0.01
H 4.28854 2.00624 -1.67519 0.10 0.00 -0.51
H 3.32999 0.97507 -0.66137 0.17 -0.15 0.10
H 3.24792 0.68530 -2.36469 0.09 0.13 -0.29
H 2.64858 1.72813 1.24980 0.01 -0.28 -0.32
H 1.22810 2.75753 1.24765 -0.04 0.06 -0.01
H 1.76128 3.30917 3.66528 -0.01 -0.24 -0.35
H 1.30753 -2.84948 -3.57356 0.05 0.15 0.03
H 1.22431 -5.07543 -3.44891 -0.12 -0.14 0.20
H -0.36854 -5.07639 -4.20034 -0.17 0.28 0.17
H 0.88695 -6.66909 -5.32376 0.01 -0.06 0.11
H 2.31991 -5.70798 -5.46072 0.20 0.27 -0.25
H 0.88548 -5.38207 -6.48294 0.27 0.31 0.10
H -4.11746 1.17853 -2.77991 0.42 0.07 0.21
H -2.32934 1.50331 -4.14771 -0.21 0.21 0.48
H -3.80534 0.35147 -5.76890 -0.29 -0.12 -0.20
H -3.23100 -2.87958 0.26682 -1.15 -0.36 -0.14
H -4.93409 -0.36537 -0.87833 -0.07 0.06 -0.04
H -4.36731 -1.06917 0.63485 -0.34 0.12 0.03
H -2.50247 0.59329 0.80358 0.14 -0.12 -0.06
H -2.97728 1.31245 -0.75848 0.18 -0.04 -0.07
H -4.06256 1.36677 0.61800 0.10 0.18 0.08
Cs -1.54210 -5.55787 -8.40361 -0.85 -2.84 -2.56
F -4.93348 -4.02720 0.26336 0.09 -2.46 1.06
N -4.29988 2.55159 5.36069 0.55 0.40 -0.07
S -4.42711 3.08093 6.84724 -2.82 -0.30 1.40
O -4.44735 4.50496 7.03468 0.87 -0.22 -0.47
O -3.75581 2.32423 7.88078 0.70 0.27 -0.62
F -5.92076 2.70893 7.10577 0.12 -0.34 -0.61
S -2.89938 2.82244 4.73211 1.00 0.27 0.07
O -2.90540 2.64125 3.29445 -0.57 0.33 -0.74
O -1.76410 2.32605 5.41927 -0.14 -0.26 0.10
F -2.72901 4.40147 4.83508 -0.13 0.17 -0.23
Ca -4.26213 -5.20323 1.79996 -1.77 2.93 -0.77
C 4.75774 2.93045 -5.54530 0.20 0.27 0.24
O 4.08201 2.11069 -6.17501 -0.04 -0.09 -0.11
O 5.92720 2.71930 -5.11095 -0.16 -0.14 -0.07
O 4.37023 4.09551 -5.23612 -0.13 -0.20 -0.07
Mg -2.44083 4.08925 8.52545 0.57 0.25 0.55
Cl -5.45346 -2.49001 2.65828 0.90 -1.27 0.39
C -0.09493 -0.43615 10.93067 0.11 -0.26 -0.06
C -0.72766 -0.19466 12.28132 -0.04 -0.24 0.18
O -0.72735 1.23302 12.36908 0.03 -0.05 -0.19
C -0.69139 1.72612 11.11060 0.04 -0.13 0.07
O -0.84875 2.87088 10.83365 -0.13 0.23 -0.14
O -0.45404 0.74506 10.20778 -0.03 0.03 0.18
H -0.47855 -1.32455 10.43564 -0.08 0.13 -0.15
H 0.99341 -0.50021 10.98242 -0.01 0.05 0.02
H -1.75814 -0.55080 12.33177 0.00 0.04 -0.04
H -0.16181 -0.63311 13.09910 0.03 0.20 0.07
Li -2.88371 4.01717 1.89082 -0.07 -0.63 0.64
C 6.32636 -1.89811 -0.54871 0.07 0.12 0.16
N 4.95514 -1.88837 -1.12772 0.08 0.05 0.09
O 4.07825 -1.32811 -0.50142 -0.07 -0.12 0.04
O 4.80362 -2.44267 -2.19412 -0.09 -0.07 -0.07
H 6.30582 -1.36843 0.39609 -0.08 0.02 -0.01
H 6.61332 -2.93571 -0.40850 0.02 -0.01 -0.12
H 6.98281 -1.40376 -1.25855 0.00 -0.09 -0.07
```
Forces are in eV/Å.

Computed properties:
2S+1 = 1
Maximum force = 0.076 Eh/bohr
Net charge = +1
HOMO-LUMO gap = 0.92 eV
LUMO = -5.12 eV
Energy = -200414.499 eV

Here are the Mulliken charges for atoms 1 to 5, given in e: -1.12 -0.41 0.91 -0.33 -0.46

***

3.
DFT (ωB97M-V/def2-TZVPD) results for 2 unconnected molecules or ions with the total composition C3H11NO in a non-equilibrium geometry.

Geometry as XYZ:
```
16
Properties=species:S:1:pos:R:3:forces:R:3
C 2.30917 -0.11373 0.22821 -1.23 -0.06 0.30
O 1.37400 -0.79247 1.04361 -0.05 -0.39 0.64
H 3.28270 -0.41154 0.58436 0.39 0.08 -0.19
H 2.15155 0.96255 0.33910 0.42 0.13 -0.13
H 2.13953 -0.38752 -0.81737 0.41 0.06 -0.14
C -0.95653 -0.72964 -1.15155 -0.37 0.54 -0.75
N -0.66891 0.39380 -0.29798 0.19 -0.14 0.95
C -1.53425 0.76215 0.81437 0.09 0.75 -0.68
H -0.04216 -1.23193 -1.46537 0.10 -0.09 0.13
H -1.46149 -0.38807 -2.06331 -0.19 -0.33 -0.06
H -1.59474 -1.45224 -0.65117 0.00 -0.01 0.13
H 0.48677 -0.41650 0.86430 0.65 -0.05 -0.40
H -0.23866 1.17647 -0.75557 -0.07 0.07 -0.14
H -2.08456 -0.10501 1.15434 -0.04 -0.15 0.17
H -0.92203 1.17382 1.61993 -0.06 -0.23 0.20
H -2.24037 1.55985 0.55411 -0.25 -0.18 -0.02
```
Forces are in eV/Å.

Computed properties:
2S+1 = 1
Maximum force = 0.025 Eh/bohr
Relative energy (zero: lowest compared OMol25 entry of this formula, charge and spin) = 129.9 kJ/mol
Net charge = 0
HOMO-LUMO gap = 9.70 eV
SMILES string = CNC.CO
LUMO = 0.96 eV
Energy = -6825.899 eV

Here are the Mulliken charges for atoms 1 to 5, given in e: -0.51 -0.55 0.25 0.20 0.19

***

4.
DFT (ωB97M-V/def2-TZVPD) results for 15 unconnected molecules or ions with the total composition C15H60O15 in a non-equilibrium geometry.

Geometry as XYZ:
```
90
Properties=species:S:1:pos:R:3:forces:R:3
C -3.96014 -2.66775 1.29892 0.27 0.70 -0.29
O -5.00271 -1.90809 1.89603 -0.38 -0.96 -0.21
H -3.09378 -2.73594 1.95683 0.02 -0.28 0.14
H -4.28146 -3.65382 0.96347 -0.39 -0.01 0.55
H -3.60543 -2.19118 0.38505 0.11 0.29 -0.20
H -4.61449 -1.10627 2.25377 0.36 0.14 -0.24
C 1.76555 1.33100 4.61868 -0.47 0.36 -0.45
O 1.45609 1.18856 3.19814 0.76 0.04 1.39
H 0.81490 1.22435 5.14113 0.14 -0.54 0.05
H 2.53203 0.63249 4.95436 -0.28 -0.20 -0.05
H 2.08556 2.33652 4.89186 0.26 0.19 -0.41
H 2.29298 1.21576 2.72861 -0.03 0.00 -0.28
C -3.71469 0.44944 3.99938 -0.27 -0.53 0.02
O -3.36375 0.20051 2.64210 -0.02 0.14 0.31
H -3.80151 -0.49686 4.53330 0.22 -0.14 0.06
H -2.93645 1.05352 4.46578 -0.35 0.12 0.16
H -4.71655 0.87741 4.03452 0.12 0.50 0.15
H -2.60520 0.77067 2.49677 0.43 0.12 -0.33
C 1.02218 -2.49083 -3.05115 -0.92 0.10 -0.03
O 1.69083 -3.33099 -3.94973 0.90 -0.19 -0.63
H 0.30084 -3.14587 -2.56260 -0.14 0.59 0.82
H 1.69998 -1.94857 -2.39187 -0.07 -0.18 0.33
H 0.45271 -1.74133 -3.60074 0.08 -0.07 -0.18
H 2.17499 -3.93575 -3.38277 0.18 -0.23 -0.28
C -0.00652 0.11248 0.22258 0.87 -0.70 0.07
O -0.26547 -1.26450 -0.07448 0.24 0.78 0.35
H 1.00735 0.12369 0.62262 -0.04 0.06 0.44
H 0.10071 0.72449 -0.67298 -0.63 0.09 -0.17
H -0.71001 0.48703 0.96617 0.02 0.27 -0.21
H -1.04904 -1.31037 -0.62722 -0.46 -0.38 -0.44
C 0.53613 -4.22158 0.88283 -0.19 -0.53 -0.11
O 1.40794 -3.21716 0.41384 0.72 -0.67 -0.13
H 0.82636 -5.18618 0.46640 0.44 -0.08 0.34
H 0.54079 -4.21758 1.97280 -0.13 -0.35 0.07
H -0.48794 -4.12635 0.52185 -0.11 0.58 0.06
H 0.86922 -2.43387 0.28027 -0.58 0.82 -0.36
C -0.80574 0.25891 -5.16793 -0.11 -0.09 -0.32
O -1.10050 0.52715 -3.78660 -0.10 -0.30 -1.17
H -1.49198 -0.48228 -5.57759 0.00 -0.15 0.39
H -0.90953 1.12047 -5.82752 -0.19 0.44 0.31
H 0.21778 -0.08436 -5.31847 0.04 -0.27 0.25
H -0.34987 1.04755 -3.49109 0.47 0.27 0.68
C 2.40663 -2.25092 3.28369 -0.56 -0.55 -0.26
O 3.34819 -2.91803 2.45909 0.67 0.27 0.74
H 1.72961 -2.95278 3.77067 -0.12 -0.32 0.04
H 2.88060 -1.72943 4.11525 0.41 0.16 -0.41
H 1.76777 -1.59304 2.69449 0.11 0.38 0.08
H 2.89360 -3.29234 1.70091 -0.53 0.02 -0.07
C -1.30318 3.26648 3.75538 0.85 -0.87 0.10
O -1.07577 1.97957 3.13637 -1.74 0.64 0.18
H -0.68605 4.02912 3.28039 -0.38 0.20 -0.32
H -2.37290 3.47563 3.76318 0.13 0.05 -0.53
H -1.01644 3.29599 4.80658 0.15 -0.36 0.23
H -0.19449 1.61066 3.23038 0.54 0.46 -0.06
C 1.72672 2.35771 -4.34031 0.91 0.12 -0.32
O 1.39792 1.85075 -3.07645 -1.66 0.00 -0.11
H 1.97096 1.56937 -5.05233 0.27 -0.23 0.00
H 0.92684 2.91493 -4.82796 -0.20 0.22 0.57
H 2.60277 2.98606 -4.17968 0.01 0.33 -0.67
H 2.20861 1.64901 -2.60349 0.41 -0.53 0.43
C -3.58720 1.54088 -0.46794 -1.12 -0.64 0.05
O -4.74038 2.33963 -0.84690 1.05 -0.26 0.09
H -3.17224 1.87530 0.48290 0.28 0.21 -0.16
H -3.96752 0.53124 -0.31274 0.25 -0.26 0.20
H -2.84135 1.42499 -1.25432 -0.13 0.69 -0.11
H -5.42032 2.00369 -0.25832 -0.28 0.22 -0.11
C 4.90020 -1.51773 -0.36209 1.51 -0.87 0.30
O 3.53508 -1.22305 -0.19181 0.37 0.28 -0.05
H 5.18654 -1.92916 -1.32999 -0.48 0.36 -0.48
H 5.57000 -0.68652 -0.14171 -0.50 0.52 -0.22
H 5.29062 -2.27700 0.31554 -0.55 -0.19 0.49
H 3.09289 -2.02056 0.10824 -0.34 -0.12 0.07
C 4.26702 2.20509 -1.15605 -0.08 1.11 -1.01
O 3.55127 1.05713 -1.60758 0.75 0.95 0.37
H 3.66031 2.95304 -0.64558 -0.47 -0.29 0.37
H 5.18283 2.09818 -0.57471 -0.08 -0.86 0.08
H 4.56554 2.73664 -2.05962 0.19 -0.08 -0.14
H 3.46412 0.43141 -0.88476 -0.34 -0.62 0.20
C -3.01010 -2.01410 -2.89287 -2.24 -0.09 -1.71
O -2.06835 -1.44926 -2.09165 1.23 0.03 1.23
H -3.71095 -1.24287 -3.21245 -0.66 0.15 0.28
H -2.64783 -2.31699 -3.87527 0.59 -0.73 0.09
H -3.58513 -2.81338 -2.42531 0.34 -0.01 0.15
H -1.63134 -0.83288 -2.68384 0.66 0.83 -0.05
C -0.18094 3.94132 -0.31345 0.82 -1.17 -0.54
O -0.37599 5.20493 0.22506 -0.31 0.93 0.18
H 0.19414 3.25028 0.44147 -0.23 -0.32 0.23
H -1.03587 3.50505 -0.83003 -0.31 0.09 0.19
H 0.60852 3.96900 -1.06452 0.05 0.36 -0.07
H -1.22709 5.22245 0.66882 -0.02 0.03 0.02
```
Forces are in eV/Å.

Computed properties:
2S+1 = 1
Maximum force = 0.055 Eh/bohr
Relative energy (zero: lowest compared OMol25 entry of this formula, charge and spin) = 662.2 kJ/mol
Net charge = 0
HOMO-LUMO gap = 9.83 eV
LUMO = 0.24 eV
Energy = -47234.460 eV

Here are the Mulliken charges for atoms 1 to 5, given in e: -0.35 -0.58 0.19 0.37 -0.03